No. 1
Density functional theory data (ωB97M-V/def2-TZVPD) for a structure of composition C34H42N7O3SSiV.

Each line ends with the Löwdin charge.
Atoms and positions in Å:
1 V 0.15 0.07 -0.33  0.76
2 N 0.44 0.86 2.90  0.05
3 N 1.58 0.39 3.54  -0.07
4 C 2.63 -0.11 2.85  -0.83
5 N 3.68 -0.53 3.56  0.11
6 S 2.65 -0.19 1.19  0.79
7 H 0.34 1.86 3.02  0.10
8 H -0.39 0.40 3.27  0.08
9 H 1.65 0.46 4.56  0.16
10 H 3.75 -0.41 4.55  0.11
11 H 4.51 -0.82 3.05  0.10
12 O -7.11 0.95 1.45  0.13
13 C -6.38 2.08 1.50  -0.48
14 O -6.89 3.14 1.72  0.14
15 C -4.91 1.93 1.26  -0.13
16 C -4.22 3.04 0.77  0.00
17 C -2.87 2.97 0.51  -0.01
18 C -2.16 1.78 0.73  -0.27
19 C -2.85 0.69 1.26  -0.01
20 C -4.21 0.75 1.51  0.00
21 N -0.82 1.65 0.40  -0.05
22 C -0.04 2.70 0.42  -0.11
23 C 1.19 2.62 -0.26  -0.27
24 C 2.14 3.65 -0.26  0.01
25 C 3.29 3.51 -0.99  -0.04
26 C 3.47 2.32 -1.71  -0.03
27 C 2.50 1.35 -1.67  -0.15
28 N 1.36 1.47 -0.97  -0.09
29 H -6.60 0.19 1.16  0.10
30 H -4.78 3.94 0.58  0.13
31 H -2.38 3.83 0.08  0.11
32 H -2.32 -0.23 1.44  0.09
33 H -4.70 -0.12 1.92  0.12
34 H -0.32 3.63 0.92  0.14
35 H 1.94 4.53 0.33  0.12
36 H 4.04 4.29 -1.01  0.12
37 H 4.37 2.15 -2.28  0.11
38 H 2.63 0.44 -2.22  0.09
39 C -1.96 -0.51 -4.29  -0.15
40 Si -2.21 0.47 -2.65  0.50
41 C -4.07 0.82 -2.33  -0.13
42 C -1.28 2.12 -2.86  -0.14
43 N -1.50 -0.42 -1.32  -0.15
44 C -1.93 -1.67 -1.02  -0.31
45 C -2.94 -2.38 -1.70  -0.04
46 C -3.28 -3.67 -1.36  -0.08
47 C -2.63 -4.34 -0.33  -0.09
48 C -1.66 -3.66 0.40  -0.01
49 C -1.34 -2.36 0.07  -0.21
50 O -0.47 -1.59 0.82  -0.14
51 C 0.16 -2.27 1.85  -0.33
52 C -0.38 -2.21 3.13  -0.02
53 C 0.26 -2.86 4.17  -0.07
54 C 1.40 -3.61 3.92  -0.08
55 C 1.90 -3.71 2.63  -0.06
56 C 1.28 -3.04 1.59  -0.05
57 H -2.32 0.06 -5.14  0.03
58 H -2.46 -1.46 -4.30  0.02
59 H -0.90 -0.70 -4.46  0.00
60 H -4.54 1.20 -3.22  0.03
61 H -4.20 1.55 -1.54  0.01
62 H -4.60 -0.08 -2.03  0.02
63 H -1.50 2.53 -3.83  0.03
64 H -0.21 1.98 -2.79  0.01
65 H -1.59 2.85 -2.12  0.01
66 H -3.47 -1.90 -2.50  0.07
67 H -4.06 -4.18 -1.91  0.11
68 H -2.87 -5.35 -0.08  0.10
69 H -1.17 -4.15 1.22  0.12
70 H -1.31 -1.68 3.30  0.12
71 H -0.14 -2.81 5.17  0.11
72 H 1.89 -4.12 4.73  0.11
73 H 2.77 -4.32 2.43  0.11
74 H 1.66 -3.09 0.58  0.11
75 C 2.56 -1.70 -4.39  -0.02
76 C 1.95 -2.66 -3.36  -0.57
77 C 3.04 -3.57 -2.76  -0.02
78 C 0.84 -3.51 -4.00  -0.01
79 C 1.39 -1.87 -2.28  -0.03
80 N 1.01 -1.21 -1.41  0.13
81 H 2.97 -2.27 -5.22  0.10
82 H 3.36 -1.11 -3.95  0.09
83 H 1.80 -1.02 -4.78  0.09
84 H 3.53 -4.13 -3.55  0.10
85 H 2.60 -4.28 -2.06  0.09
86 H 3.79 -2.97 -2.24  0.09
87 H 1.28 -4.14 -4.77  0.10
88 H 0.08 -2.88 -4.45  0.08
89 H 0.36 -4.15 -3.26  0.10

Output
- ΔE to the lowest compared entry with this formula, charge and spin: 20.9 kcal/mol
- HOMO level (alpha / beta): -9.1 / -9.6 eV
- Charge: +1
- Spin multiplicity: 4
- HOMO-LUMO gap (alpha / beta): 5.9 / 6.1 eV

No. 2
Density functional theory data (ωB97M-V/def2-TZVPD) for a cluster of 3 separate species, C34H43BI2N2O8 in total.

Each line ends with the Löwdin charge.
Atoms and positions in Å:
1 C -0.34 3.83 -0.99  0.14
2 C -0.82 3.00 -1.72  -0.12
3 C -1.45 2.05 -2.65  -0.11
4 C -1.13 0.63 -2.15  -0.08
5 C -0.28 -0.22 -2.85  -0.14
6 C 0.41 0.19 -4.16  -0.08
7 C 1.74 0.94 -3.87  -0.42
8 C 2.63 0.20 -2.90  -0.04
9 O 1.52 2.29 -3.51  -0.04
10 C 0.01 -1.50 -2.37  0.05
11 C -0.56 -1.89 -1.18  -0.07
12 C -1.41 -1.05 -0.47  -0.02
13 C -1.73 0.22 -0.95  -0.04
14 C -2.67 1.09 -0.14  -0.15
15 O -1.98 1.41 1.06  -0.14
16 C -2.74 2.32 1.85  -0.26
17 C -1.84 3.31 2.56  -0.07
18 C -1.98 -1.61 0.81  -0.24
19 O -3.16 -1.51 1.07  0.12
20 C -0.98 -2.36 1.65  -0.03
21 C -0.13 -3.19 0.94  -0.02
22 C 0.82 -3.98 1.58  -0.15
23 C 1.74 -4.86 0.86  -0.11
24 C 1.89 -6.22 1.16  0.02
25 C 0.89 -3.88 2.96  0.03
26 C 0.06 -3.04 3.68  -0.07
27 B 0.33 -3.05 5.26  -0.71
28 O -0.41 -3.84 6.13  0.10
29 O 1.36 -2.30 5.77  0.12
30 C -0.90 -2.23 3.04  -0.25
31 C -1.82 -1.27 3.76  -0.64
32 I -3.18 -2.32 5.08  0.99
33 C -1.15 0.00 4.39  -0.73
34 C -1.24 0.12 5.93  -0.21
35 I 0.87 0.36 3.71  0.98
36 C -0.25 -3.23 -0.56  -0.25
37 O -0.12 -4.24 -1.22  0.13
38 H 0.18 4.66 -0.59  0.03
39 H -0.99 2.23 -3.62  0.10
40 H -2.52 2.26 -2.62  0.12
41 H -0.27 0.86 -4.68  0.11
42 H 0.66 -0.71 -4.72  0.12
43 H 2.28 0.98 -4.82  0.14
44 H 3.58 0.72 -2.82  0.09
45 H 2.86 -0.81 -3.28  0.06
46 H 2.22 0.14 -1.88  0.09
47 H 1.42 2.37 -2.55  0.07
48 H 0.70 -2.15 -2.90  0.12
49 H -2.96 1.99 -0.69  0.11
50 H -3.59 0.55 0.10  0.13
51 H -3.49 2.86 1.25  0.12
52 H -3.29 1.72 2.60  0.12
53 H -2.49 4.00 3.12  0.08
54 H -1.19 2.82 3.29  0.03
55 H -1.26 3.90 1.85  0.05
56 H 2.34 -4.47 0.03  0.09
57 H 2.74 -6.61 1.72  0.05
58 H 1.17 -6.97 0.82  0.06
59 H 1.63 -4.49 3.47  0.13
60 H -0.36 -4.75 5.82  0.11
61 H 2.03 -2.83 6.22  0.12
62 H -2.49 -0.88 3.00  0.04
63 H -1.71 0.85 4.02  0.03
64 H -2.26 0.36 6.21  0.06
65 H -0.83 -0.74 6.45  0.06
66 H -0.63 0.98 6.19  0.06
67 C 0.21 8.80 -0.42  -0.06
68 N -0.98 7.98 -0.29  -0.20
69 C -2.17 8.34 -1.03  -0.04
70 C -1.01 6.89 0.50  -0.38
71 O -1.97 6.16 0.65  0.01
72 H -0.01 9.82 -0.10  0.09
73 H 0.53 8.81 -1.47  0.09
74 H 1.02 8.40 0.19  0.08
75 H -2.99 8.52 -0.33  0.09
76 H -2.46 7.52 -1.69  0.09
77 H -1.99 9.23 -1.62  0.09
78 H -0.05 6.70 1.02  0.13
79 C 2.46 -6.25 -3.73  -0.05
80 N 3.03 -4.92 -3.87  -0.19
81 C 3.60 -4.53 -5.15  -0.04
82 C 3.04 -4.05 -2.85  -0.34
83 O 3.50 -2.92 -2.91  0.00
84 H 3.23 -7.00 -3.93  0.09
85 H 1.64 -6.38 -4.44  0.09
86 H 2.08 -6.39 -2.72  0.08
87 H 4.65 -4.27 -5.02  0.09
88 H 3.07 -3.65 -5.53  0.09
89 H 3.51 -5.34 -5.86  0.09
90 H 2.59 -4.45 -1.94  0.10

Output
- HOMO level: -7.6 eV
- SMILES string: C#CCc1c(C[C@H](C)O)cc2c(c1COCC)C(=O)c1c(c(C=C)cc(B(O)O)c1[C@@H](I)[C@@H](C)I)C2=O.CN(C)C=O.CN(C)C=O
- Charge: 0
- HOMO-LUMO gap: 6.8 eV

No. 3
Density functional theory data (ωB97M-V/def2-TZVPD) for a cluster of 6 separate species, C34H43ClO17 in total.

Each line ends with the Löwdin charge.
Atoms and positions in Å:
1 C 1.96 1.55 1.80  0.13
2 C 2.02 0.78 2.73  -0.11
3 C 1.94 -0.27 3.77  -0.11
4 C 2.22 -1.61 3.16  -0.11
5 C 1.28 -2.43 2.72  -0.12
6 C -0.20 -2.13 2.78  -0.11
7 C -0.70 -1.15 1.69  -0.22
8 C 0.28 -0.92 0.54  -0.56
9 Cl 0.26 -2.29 -0.62  0.64
10 C 1.74 -3.76 2.15  -0.34
11 O 1.13 -4.77 2.36  0.13
12 C 3.02 -3.71 1.38  0.06
13 C 3.95 -2.90 1.82  -0.14
14 C 5.27 -2.74 1.14  -0.10
15 C 5.27 -2.63 -0.18  0.04
16 C 3.64 -2.09 3.05  -0.28
17 O 4.46 -1.87 3.91  0.13
18 H 1.73 2.39 1.21  0.03
19 H 2.71 -0.02 4.50  0.11
20 H 0.95 -0.22 4.22  0.12
21 H -0.39 -1.67 3.75  0.11
22 H -0.77 -3.06 2.80  0.12
23 H -1.05 -0.21 2.10  0.11
24 H -1.58 -1.61 1.24  0.10
25 H 1.29 -0.66 0.85  0.04
26 H -0.09 -0.06 -0.02  0.06
27 H 3.17 -4.33 0.50  0.13
28 H 6.17 -2.71 1.72  0.11
29 H 6.14 -2.25 -0.69  0.06
30 H 4.39 -2.96 -0.72  0.06
31 C -1.27 6.96 3.39  -0.01
32 C -0.59 5.62 3.20  -0.33
33 C 0.59 5.65 2.27  -0.09
34 O 0.62 4.30 1.79  0.04
35 C -0.65 3.83 1.84  -0.56
36 O -1.01 2.81 1.34  0.13
37 O -1.45 4.68 2.53  0.10
38 H -2.12 6.86 4.06  0.09
39 H -0.58 7.69 3.80  0.09
40 H -1.66 7.33 2.44  0.09
41 H -0.32 5.20 4.17  0.15
42 H 1.52 5.90 2.78  0.10
43 H 0.45 6.32 1.42  0.15
44 C -2.45 -0.49 -2.13  -0.02
45 C -2.48 0.96 -2.51  -0.33
46 C -3.10 1.86 -1.48  -0.09
47 O -3.58 2.95 -2.28  0.07
48 C -3.84 2.46 -3.52  -0.56
49 O -4.41 3.04 -4.37  0.16
50 O -3.34 1.19 -3.64  0.07
51 H -1.99 -1.09 -2.93  0.09
52 H -1.88 -0.64 -1.22  0.04
53 H -3.46 -0.88 -1.99  0.10
54 H -1.48 1.31 -2.78  0.16
55 H -2.39 2.21 -0.73  0.12
56 H -3.96 1.41 -0.97  0.14
57 C 4.88 2.74 4.20  -0.01
58 C 4.55 4.12 4.72  -0.32
59 C 4.14 4.16 6.17  -0.08
60 O 3.32 5.34 6.21  0.08
61 C 2.80 5.49 4.97  -0.54
62 O 1.92 6.26 4.70  0.14
63 O 3.39 4.66 4.08  0.09
64 H 5.16 2.79 3.15  0.09
65 H 5.70 2.30 4.76  0.10
66 H 4.01 2.08 4.26  0.07
67 H 5.39 4.80 4.53  0.16
68 H 4.99 4.25 6.85  0.14
69 H 3.53 3.30 6.47  0.14
70 C 0.28 -6.73 -4.94  -0.02
71 C 0.79 -6.15 -3.64  -0.33
72 C 0.77 -4.65 -3.58  -0.10
73 O 1.82 -4.38 -2.64  0.02
74 C 2.70 -5.41 -2.72  -0.56
75 O 3.78 -5.41 -2.21  0.16
76 O 2.19 -6.43 -3.46  0.09
77 H 0.33 -7.82 -4.91  0.09
78 H -0.75 -6.43 -5.11  0.09
79 H 0.89 -6.41 -5.78  0.09
80 H 0.25 -6.59 -2.80  0.16
81 H -0.18 -4.25 -3.22  0.13
82 H 1.03 -4.17 -4.53  0.14
83 C -7.64 0.01 -5.79  -0.02
84 C -6.45 -0.82 -5.38  -0.34
85 C -5.44 -1.02 -6.47  -0.10
86 O -4.83 -2.26 -6.10  0.06
87 C -5.76 -2.96 -5.40  -0.56
88 O -5.65 -4.10 -5.09  0.16
89 O -6.83 -2.18 -5.10  0.08
90 H -8.34 0.11 -4.96  0.09
91 H -7.32 1.01 -6.10  0.09
92 H -8.19 -0.46 -6.61  0.09
93 H -5.99 -0.41 -4.48  0.15
94 H -4.70 -0.21 -6.51  0.14
95 H -5.88 -1.14 -7.47  0.14

Output
- HOMO level: -9.2 eV
- SMILES string: C#CCC1=C(CCCCl)C(=O)C=C(C=C)C1=O.C[C@@H]1COC(=O)O1.C[C@@H]1COC(=O)O1.C[C@@H]1COC(=O)O1.C[C@@H]1COC(=O)O1.C[C@@H]1COC(=O)O1
- Charge: 0
- HOMO-LUMO gap: 8.7 eV

No. 4
Density functional theory data (ωB97M-V/def2-TZVPD) for a structure of composition C34H44CrN4O.

Each line ends with the Löwdin charge.
Atoms and positions in Å:
1 Cr 1.05 -0.07 0.12  0.53
2 N 1.30 -2.54 3.62  0.05
3 N 0.54 -2.94 -1.83  -0.04
4 C 1.81 1.96 -0.28  -0.30
5 C 2.90 1.09 0.11  -0.30
6 C 2.65 0.65 1.43  -0.33
7 C 3.56 -0.20 2.29  -0.10
8 H 4.40 -0.59 1.71  0.06
9 H 2.99 -1.07 2.69  0.05
10 H 3.95 0.36 3.14  0.04
11 C 1.42 1.22 1.89  -0.29
12 C 0.92 0.99 3.28  -0.03
13 H 1.64 1.39 4.00  0.07
14 H 0.83 -0.08 3.50  0.07
15 H -0.05 1.47 3.46  0.05
16 C 0.89 2.03 0.84  -0.30
17 C -0.24 3.00 0.98  -0.06
18 H -0.97 2.63 1.70  0.06
19 H -0.74 3.17 0.02  0.06
20 H 0.11 3.98 1.35  0.07
21 C 4.16 0.81 -0.66  -0.06
22 H 4.84 1.67 -0.64  0.07
23 H 3.94 0.57 -1.71  0.06
24 H 4.70 -0.04 -0.22  0.06
25 C 1.80 2.82 -1.51  -0.06
26 H 0.77 3.07 -1.79  0.06
27 H 2.25 2.27 -2.34  0.07
28 H 2.36 3.76 -1.38  0.07
29 C 0.68 -3.46 4.33  -0.25
30 H 1.06 -3.61 5.35  0.08
31 C -0.42 -4.17 3.86  -0.19
32 H -1.00 -4.75 4.57  0.05
33 C -0.75 -4.16 2.50  -0.17
34 H -1.57 -4.75 2.08  0.08
35 C 0.02 -3.37 1.66  -0.07
36 H 0.01 -3.33 0.54  0.09
37 C 0.94 -2.46 2.31  -0.42
38 C 1.60 -1.42 1.56  -0.22
39 H 1.96 -2.05 0.57  0.08
40 C 0.54 -1.58 -1.80  -0.12
41 C 1.12 -3.41 -2.96  -0.21
42 H 1.55 -4.40 -3.02  0.07
43 C 1.03 -2.39 -3.87  -0.17
44 H 1.34 -2.43 -4.89  0.06
45 N 0.56 -1.26 -3.21  -0.06
46 C 0.36 -0.02 -3.90  -0.10
47 C 1.34 0.40 -4.86  -0.19
48 C 1.18 1.62 -5.55  -0.04
49 H 1.98 1.96 -6.22  0.11
50 C 0.06 2.41 -5.37  -0.30
51 C -0.19 3.62 -6.24  -0.08
52 H -0.75 4.39 -5.69  0.07
53 H -0.78 3.37 -7.14  0.07
54 H 0.76 4.05 -6.59  0.07
55 C -0.86 2.06 -4.37  -0.03
56 H -1.67 2.77 -4.13  0.11
57 C -0.75 0.85 -3.66  -0.19
58 C -1.69 0.50 -2.56  -0.06
59 H -2.13 -0.50 -2.68  0.09
60 H -2.50 1.23 -2.49  0.06
61 H -1.15 0.49 -1.59  0.04
62 C 2.64 -0.32 -4.93  -0.06
63 H 2.58 -1.35 -5.29  0.05
64 H 3.11 -0.33 -3.94  0.09
65 H 3.31 0.18 -5.63  0.06
66 O -1.58 -0.02 0.85  0.02
67 C -2.47 -0.31 1.68  -0.43
68 C -2.27 -1.17 2.90  -0.09
69 C -2.44 -0.34 4.17  -0.18
70 C -3.89 -0.47 4.65  -0.22
71 C -4.82 0.35 3.76  -0.21
72 C -4.88 -0.18 2.33  -0.19
73 N -3.71 0.21 1.53  0.07
74 H -3.00 -1.99 2.86  0.12
75 H -1.28 -1.62 2.84  0.09
76 H -1.74 -0.67 4.95  0.12
77 H -2.20 0.71 3.96  0.11
78 H -4.19 -1.53 4.62  0.11
79 H -3.98 -0.13 5.69  0.10
80 H -5.84 0.35 4.17  0.10
81 H -4.48 1.40 3.74  0.11
82 H -4.96 -1.28 2.34  0.12
83 H -5.77 0.21 1.81  0.11
84 H -3.85 0.72 0.66  0.14

Output
- HOMO level (alpha / beta): 1.9 / 2.3 eV
- Charge: -2
- Spin multiplicity: 5
- HOMO-LUMO gap (alpha / beta): 2.4 / 2.0 eV

No. 5
Density functional theory data (ωB97M-V/def2-TZVPD) for a cluster of 3 separate species, C34H44F20NO5 in total.

Each line ends with the Löwdin charge.
Atoms and positions in Å:
1 C 4.52 -1.87 0.42  0.00
2 C 4.41 -3.43 0.08  -0.41
3 O 4.97 -3.99 -0.89  0.06
4 O 3.58 -4.28 0.92  -0.10
5 C 2.38 -4.50 0.10  -0.19
6 C 1.08 -4.53 1.08  -0.14
7 C -0.11 -3.83 0.23  -0.22
8 C -1.57 -4.28 0.75  -0.19
9 C -2.46 -3.04 1.34  -0.17
10 C -4.02 -3.31 1.04  -0.13
11 C -4.77 -2.17 0.19  -0.21
12 C -6.32 -2.38 0.69  -0.11
13 C -6.72 -3.57 -0.32  -0.10
14 C -5.62 -3.54 -1.54  -0.22
15 C -6.17 -3.88 -3.02  -0.08
16 C -7.69 -3.40 -3.30  -0.14
17 F -8.54 -4.59 -3.23  -0.11
18 N -4.79 -2.26 -1.33  -0.15
19 C -3.46 -2.61 -1.93  -0.08
20 C -2.29 -1.56 -1.72  -0.14
21 C -2.34 -0.20 -0.98  -0.04
22 C -1.11 0.78 -0.88  -0.02
23 C 0.24 0.41 -1.54  -0.03
24 C 0.32 -0.95 -2.31  -0.04
25 C -0.91 -1.92 -2.40  -0.02
26 C -5.56 -1.07 -1.82  -0.04
27 C -5.27 -0.60 -3.32  -0.19
28 O -4.15 0.29 -3.50  -0.01
29 C -6.58 0.26 -3.79  -0.33
30 F -7.13 1.05 -2.74  0.08
31 F -6.08 1.22 -4.74  0.06
32 F -7.53 -0.51 -4.50  0.08
33 H 3.79 -1.55 1.25  0.09
34 H 4.24 -1.25 -0.52  0.09
35 H 5.61 -1.67 0.69  0.10
36 H 2.46 -5.43 -0.56  0.14
37 H 2.24 -3.60 -0.62  0.12
38 H 0.76 -5.61 1.30  0.12
39 H 1.22 -3.90 2.02  0.13
40 H 0.00 -2.69 0.21  0.10
41 H -0.04 -4.18 -0.87  0.10
42 H -2.13 -4.89 -0.05  0.09
43 H -1.39 -5.01 1.62  0.12
44 H -2.07 -2.02 1.04  0.09
45 H -2.31 -3.11 2.49  0.12
46 H -4.54 -3.33 2.07  0.13
47 H -4.11 -4.37 0.63  0.11
48 H -4.54 -1.16 0.67  0.16
49 H -7.07 -1.54 0.41  0.12
50 H -6.51 -2.49 1.81  0.13
51 H -7.80 -3.78 -0.59  0.13
52 H -6.41 -4.51 0.29  0.13
53 H -5.04 -4.51 -1.30  0.15
54 H -5.44 -3.57 -3.87  0.12
55 H -6.20 -5.03 -3.08  0.15
56 H -8.10 -2.67 -2.53  0.11
57 H -7.74 -3.05 -4.38  0.12
58 H -3.57 -2.76 -3.07  0.15
59 H -3.07 -3.63 -1.54  0.14
60 H -3.31 0.15 -0.50  0.07
61 H -1.25 1.78 -0.32  0.08
62 H 1.11 1.14 -1.45  0.10
63 H 1.33 -1.19 -2.81  0.10
64 H -0.75 -2.91 -2.97  0.11
65 H -6.71 -1.20 -1.75  0.15
66 H -5.34 -0.15 -1.14  0.16
67 H -5.16 -1.43 -4.09  0.16
68 H -4.25 0.99 -2.80  0.13
69 C 2.29 6.00 1.62  -0.04
70 C 3.12 5.15 0.64  -0.42
71 C 2.50 4.93 -0.74  -0.29
72 F 1.33 4.25 -0.67  0.08
73 F 3.32 4.18 -1.51  0.09
74 F 3.45 3.97 1.23  0.12
75 F 4.30 5.81 0.45  0.10
76 O 1.51 5.28 2.59  0.04
77 C 0.23 4.83 2.20  -0.50
78 C 0.12 3.31 2.20  -0.27
79 F 1.01 2.73 1.37  0.08
80 F -1.11 2.91 1.78  0.08
81 F -0.09 5.38 1.01  0.13
82 F -0.64 5.35 3.09  0.15
83 H 3.01 6.56 2.23  0.15
84 H 1.70 6.76 1.12  0.15
85 H 2.33 5.88 -1.26  0.18
86 H 0.29 2.90 3.21  0.18
87 C 9.31 3.00 2.53  -0.04
88 C 10.10 4.26 2.15  -0.44
89 C 10.17 5.35 3.22  -0.30
90 F 8.96 5.84 3.54  0.09
91 F 10.90 6.41 2.77  0.09
92 F 9.62 4.75 0.98  0.13
93 F 11.38 3.86 1.89  0.11
94 O 7.96 2.91 2.05  0.03
95 C 6.95 3.53 2.83  -0.50
96 C 6.26 4.68 2.09  -0.29
97 F 7.13 5.64 1.73  0.10
98 F 5.33 5.27 2.88  0.10
99 F 7.47 3.91 4.01  0.14
100 F 6.05 2.57 3.11  0.14
101 H 9.81 2.16 2.03  0.15
102 H 9.38 2.76 3.59  0.14
103 H 10.65 4.99 4.13  0.17
104 H 5.77 4.32 1.18  0.15

Output
- HOMO level: -11.7 eV
- Charge: +1
- HOMO-LUMO gap: 9.2 eV